Molecular formula: C3H2CuO2
Method: DFT, ωB97M-V/def2-TZVPD

Geometry as XYZ:
```
8
Properties=species:S:1:pos:R:3:forces:R:3
O 0.90074 -0.54963 0.51473 -0.555 1.562 0.288
C -0.26165 -0.87847 -0.06324 -0.804 0.785 0.605
C -1.03144 0.19287 -0.33652 -0.303 -0.795 0.239
O -0.43780 1.38343 0.06321 2.341 -0.720 0.595
C 0.79948 1.21656 0.61119 -0.976 -1.830 -1.069
Cu 2.74724 0.29881 -0.18913 -0.577 0.591 -0.039
H -0.63125 -1.90638 -0.00794 0.428 0.324 -0.456
H -2.08531 0.24283 -0.59230 0.447 0.082 -0.163
```
Forces are in eV/Å.

## Properties
orbital gap (spin up / spin down)	5.5 / 8.5	eV
net charge	0
spin multiplicity	2
electronic energy	-1906.2612	Eh
HOMO level (spin up / spin down)	-6.04 / -9.23	eV

Here are the Löwdin charges for atoms 1 to 2, given in e: atom 1 (O): -0.260, atom 2 (C): -0.203